Density functional theory data (wB97M-V/def2-TZVPD) for BF4H16O8 as an isolated structure.

```
29
Properties=species:S:1:pos:R:3:forces:R:3
B -0.111 0.188 0.025 3.6 -2.1 0.2
F 0.212 0.095 1.336 -1.6 1.6 -1.5
F 0.054 -1.059 -0.598 1.2 6.6 -3.2
F -1.371 0.582 -0.123 -4.2 -4.8 3.8
F 0.625 1.187 -0.554 0.6 0.0 0.0
O 0.458 3.407 -1.156 0.3 1.7 -0.4
H 0.284 2.549 -1.542 -0.3 0.2 -0.4
H 0.813 3.213 -0.288 -0.1 0.1 0.0
O 1.044 -2.892 -1.930 0.8 -0.6 -2.3
H 0.688 -3.170 -1.087 -0.4 0.1 0.5
H 0.643 -2.038 -2.091 0.1 -0.2 -0.1
O -1.167 1.203 -1.979 0.0 1.4 -5.8
H -0.787 0.780 -1.208 -1.2 1.9 -5.3
H -1.693 1.919 -1.624 -0.2 0.1 0.0
O 2.426 0.231 0.370 2.5 -1.0 0.6
H 1.893 0.518 -0.372 1.2 -0.1 0.1
H 1.902 0.452 1.141 0.8 0.1 -0.1
O -2.134 -1.523 -0.577 -2.2 -1.3 0.0
H -1.360 -0.962 -0.514 -2.3 -1.9 -0.9
H -2.112 -1.862 -1.472 0.0 -0.2 -0.1
O -1.444 2.197 1.099 0.1 3.1 2.6
H -0.798 2.505 1.736 -0.1 0.6 0.4
H -1.058 1.401 0.733 -1.0 2.8 2.2
O 0.617 -0.951 3.198 0.7 -1.1 2.3
H 0.625 -0.416 2.404 0.5 -1.1 1.8
H -0.229 -0.764 3.605 -0.1 0.0 0.1
O 0.534 -2.627 0.424 0.9 -4.2 4.1
H 0.013 -1.856 0.650 0.3 -1.9 1.1
H 1.436 -2.307 0.394 0.3 0.1 0.2
```
Positions in Å, forces in eV/Å.

- Max |F|: 7.436 eV Å⁻¹
- Frontier orbital gap: 10.067 eV
- E_HOMO: -7.1 eV
- Multiplicity: 1
- Charge: -1